The following is a quantum chemistry calculation of a molecular structure, C30H32ClMnN3SSi2, from the Open Molecules 2025 dataset.

## Properties
Relative energy (zero: lowest compared OMol25 entry of this formula, charge and spin) ... 231.6 kJ/mol
Molecular weight ... 613.2 g/mol
<S²> ... 6.213
Net charge ... +1
LUMO energy (alpha / beta) ... -6.0 / -4.7 eV
HOMO-LUMO gap (alpha / beta) ... 2.185 / 3.495 eV
Spin multiplicity ... 5

Cartesian coordinates (Å):
C1 -1.02 -0.48 0.98
C2 -1.83 -0.06 -0.13
C3 -1.69 -1.02 -1.17
H1 -2.48 0.82 -0.14
C4 -0.80 -2.05 -0.72
C5 -0.39 -1.72 0.63
H2 0.18 -2.34 1.30
H3 -0.95 0.02 1.94
H4 -2.27 -1.04 -2.10
H5 -0.56 -2.97 -1.25
Mn1 0.25 -0.18 -0.76
Si1 0.05 0.11 -6.96
C6 0.58 1.63 -7.92
C7 1.90 1.87 -8.36
H6 2.70 1.17 -8.10
C8 2.16 3.01 -9.14
H7 3.16 3.17 -9.53
C9 1.14 3.92 -9.44
H8 1.35 4.78 -10.07
C10 -0.15 3.69 -8.96
H9 -0.96 4.38 -9.20
C11 -0.43 2.57 -8.17
H10 -1.42 2.40 -7.75
C12 0.76 -1.35 -7.85
C13 0.30 -1.47 -9.18
H11 -0.41 -0.73 -9.57
C14 0.77 -2.50 -9.99
H12 0.41 -2.60 -11.01
C15 1.70 -3.41 -9.48
H13 2.05 -4.22 -10.11
C16 2.18 -3.28 -8.18
H14 2.92 -3.99 -7.80
C17 1.74 -2.24 -7.36
H15 2.16 -2.10 -6.36
H16 -1.41 -0.01 -7.03
Si2 1.06 0.39 -4.68
C18 0.08 -1.22 -4.37
C19 -1.30 -1.38 -4.61
H17 -1.95 -0.51 -4.79
C20 -1.87 -2.66 -4.72
H18 -2.92 -2.75 -4.99
C21 -1.09 -3.79 -4.53
H19 -1.52 -4.78 -4.67
C22 0.23 -3.63 -4.10
H20 0.85 -4.51 -3.90
C23 0.77 -2.36 -3.94
H21 1.79 -2.27 -3.55
C24 -0.13 1.82 -4.30
C25 -1.38 1.80 -3.67
H22 -1.70 0.94 -3.07
C26 -2.27 2.88 -3.82
H23 -3.30 2.80 -3.45
C27 -1.85 4.06 -4.43
H24 -2.54 4.90 -4.57
C28 -0.53 4.16 -4.87
H25 -0.18 5.08 -5.32
C29 0.32 3.07 -4.77
H26 1.36 3.16 -5.12
H27 2.40 0.54 -5.24
Cl1 2.19 0.41 -2.76
N1 2.15 -0.77 0.03
N2 2.47 0.08 1.16
C30 1.93 1.31 1.21
N3 2.32 2.10 2.21
S1 0.81 1.89 0.04
H28 2.90 -0.70 -0.67
H29 2.13 -1.75 0.34
H30 3.36 -0.11 1.65
H31 1.87 3.00 2.30
H32 2.79 1.73 3.03

Atomic partial charges in e from the Mulliken method, atoms 1 to 2: -0.312, -0.460



The following is a quantum chemistry calculation of a molecular structure, C8H5F6INO3S, from the Open Molecules 2025 dataset.

## Properties
Molecular weight ... 436.1 g/mol
Net charge ... +1
LUMO energy ... -5.3 eV
HOMO-LUMO gap ... 8.494 eV

Cartesian coordinates (Å):
O1 4.50 -1.40 1.23
C1 3.70 -1.34 0.39
O2 3.17 -2.48 -0.15
C2 3.22 0.10 -0.09
F1 3.85 0.96 0.68
F2 3.54 0.21 -1.39
C3 1.67 0.16 0.05
F3 1.17 -0.66 -0.90
F4 1.35 -0.34 1.26
C4 1.01 1.55 -0.20
F5 0.62 1.65 -1.49
F6 1.72 2.57 0.20
C5 -0.36 1.61 0.62
O3 -0.49 2.41 1.43
C6 -1.52 0.63 0.30
N1 -2.63 1.15 -0.12
C7 -3.63 0.11 -0.44
C8 -3.36 -1.30 0.16
I1 -3.64 -2.79 -1.36
S1 -1.55 -1.12 0.44
H1 2.60 -2.88 0.52
H2 -2.79 2.15 -0.23
H3 -3.48 -0.02 -1.54
H4 -4.68 0.44 -0.41
H5 -3.99 -1.35 1.06

Atomic partial charges in e from the Mulliken method, atoms 1 to 2: -0.393, 0.203



> What is the molecular weight in the first record?

613.2 g/mol



> Among the records above, which one has the highest molecular weight?

C30H32ClMnN3SSi2



Please write out number 2 again, unchanged.
The following is a quantum chemistry calculation of a molecular structure, C8H5F6INO3S, from the Open Molecules 2025 dataset.

## Properties
Molecular weight ... 436.1 g/mol
Net charge ... +1
LUMO energy ... -5.3 eV
HOMO-LUMO gap ... 8.494 eV

Cartesian coordinates (Å):
O1 4.50 -1.40 1.23
C1 3.70 -1.34 0.39
O2 3.17 -2.48 -0.15
C2 3.22 0.10 -0.09
F1 3.85 0.96 0.68
F2 3.54 0.21 -1.39
C3 1.67 0.16 0.05
F3 1.17 -0.66 -0.90
F4 1.35 -0.34 1.26
C4 1.01 1.55 -0.20
F5 0.62 1.65 -1.49
F6 1.72 2.57 0.20
C5 -0.36 1.61 0.62
O3 -0.49 2.41 1.43
C6 -1.52 0.63 0.30
N1 -2.63 1.15 -0.12
C7 -3.63 0.11 -0.44
C8 -3.36 -1.30 0.16
I1 -3.64 -2.79 -1.36
S1 -1.55 -1.12 0.44
H1 2.60 -2.88 0.52
H2 -2.79 2.15 -0.23
H3 -3.48 -0.02 -1.54
H4 -4.68 0.44 -0.41
H5 -3.99 -1.35 1.06

Atomic partial charges in e from the Mulliken method, atoms 1 to 2: -0.393, 0.203